No. 1
C6H8NO2 | wB97M-V/def2-TZVPD

Atoms and positions in Å:
O  -0.170347  1.739248  0.692803
O  -3.115849  1.105040  -1.070323
N  -1.378572  -0.278938  -1.040628
C  0.546338  1.103664  1.399702
C  -0.044072  -0.729807  -0.991092
C  1.456976  -0.066617  1.185918
C  0.422485  -1.009079  0.469653
C  -1.879285  0.803236  -0.642197
C  -1.184979  1.975835  0.038622
H  2.303534  0.141904  0.430182
H  -0.140592  -1.578366  -1.551749
H  -0.425644  -1.058074  1.018654
H  -1.172714  2.988913  -0.283443
H  0.796705  -1.936125  0.498499
H  1.756393  -0.554441  1.992940
H  -3.665090  1.513485  -0.418829
H  0.718495  0.125888  -1.344192

Cartesian forces (eV/Å) of the 6 atoms listed first:
O 3.14 -0.35 0.90
O 0.27 -0.47 -0.54
N -1.14 1.43 0.27
C 1.45 -2.50 2.82
C 2.12 4.27 2.30
C -1.09 2.86 -6.44

Values from the calculation:
Total energy = -11922.0157 eV
Relative energy (zero: lowest compared OMol25 entry of this formula, charge and spin) = 5.774 eV
Kohn-Sham gap (spin up / spin down) = 8.05 / 7.78 eV
Charge = +1

Results of the natural (NBO) charge analysis, in e, for atoms 1 through 8: number 1, O, carries -0.284; number 2, O, carries -0.633; number 3, N, carries -0.369; number 4, C, carries 0.637; number 5, C, carries -0.238; number 6, C, carries -0.486; number 7, C, carries -0.389; number 8, C, carries 0.470

No. 2
C5H7Cl2NS | wB97M-V/def2-TZVPD

Atoms and positions in Å:
Cl  -0.332593  -1.480956  2.040918
Cl  -2.574450  0.511081  1.009694
S  -1.246080  2.531603  -2.473548
N  0.595067  -0.065577  0.002539
C  -1.789070  -0.103763  -0.533891
C  -0.328317  1.968540  -0.992797
C  2.215481  -1.565069  0.901630
C  0.861278  -0.969356  0.821608
C  -0.443412  0.514555  -0.531559
H  -0.881602  2.613439  -0.188917
H  -1.949464  -1.311329  -0.492737
H  2.781463  -0.755693  1.223959
H  -2.448230  0.254624  -1.352942
H  0.688673  2.088558  -0.935266
H  2.521224  -1.811267  -0.096186
H  2.330033  -2.419390  1.597496

Cartesian forces (eV/Å) of the 6 atoms listed first:
Cl 0.97 0.07 -0.40
Cl 0.16 -0.01 -0.61
S 0.40 -0.61 0.31
N 0.24 -0.07 -0.98
C -2.33 -3.05 -0.31
C -3.01 -1.15 1.29

Values from the calculation:
Total energy = -42664.7772 eV
Relative energy (zero: lowest compared OMol25 entry of this formula, charge and spin) = 1.996 eV
Kohn-Sham gap (spin up / spin down) = 4.43 / 4.43 eV
Charge = 0

Results of the natural (NBO) charge analysis, in e, for atoms 1 through 8: number 1, Cl, carries 0.013; number 2, Cl, carries -0.030; number 3, S, carries -0.445; number 4, N, carries -0.473; number 5, C, carries -0.469; number 6, C, carries -0.625; number 7, C, carries -0.679; number 8, C, carries 0.420

No. 3
C32H90F3O16 | wB97M-V/def2-TZVPD

Atoms and positions in Å:
F  2.671994  -0.364443  -1.631525
F  0.517744  -0.722543  -1.644495
F  1.760044  -1.300493  0.031555
O  -5.382476  -2.155433  10.695145
O  -2.173096  -4.680143  -8.017115
O  6.801154  2.270097  -7.650755
O  9.148444  -4.597593  -5.284045
O  1.350354  9.198567  3.547675
O  -2.534536  0.909517  -7.241985
O  0.141794  1.301047  0.636475
O  4.428764  6.555947  -1.478125
O  8.886004  1.983057  0.435295
O  -8.841496  4.867407  2.850765
O  2.459534  1.639217  0.468785
O  8.386484  -6.529993  4.038915
O  -4.562816  -5.003113  1.506225
O  -10.098996  -2.384283  3.535925
O  -7.718026  -3.183483  -2.502585
O  1.703844  2.098407  6.294155
C  9.566134  1.163687  -0.458835
C  -1.107106  0.755827  0.135625
C  6.663254  -5.927493  2.411325
C  1.570684  -0.298973  -0.855465
C  0.056864  8.745607  3.747105
C  6.303394  6.302587  -3.302005
C  -4.337856  -2.047263  8.667335
C  5.697384  0.315507  -6.896675
C  -2.372916  -4.999973  -6.681825
C  -1.992756  0.723947  1.376295
C  5.515834  1.705997  -7.463995
C  -1.335746  1.330737  -6.541115
C  -10.350776  -3.392223  4.535995
C  -3.156036  -5.131913  1.528835
C  0.657264  3.009397  6.646275
C  -2.864126  -5.586453  0.081965
C  0.500884  2.889167  8.163975
C  7.537144  -7.101073  2.938205
C  -8.079316  7.060507  3.328655
C  1.289924  1.119257  -0.177195
C  -7.699706  5.650887  3.023505
C  10.697854  1.896277  -1.163085
C  8.732074  -4.289203  -3.893595
C  9.952484  -3.885083  -3.069265
C  -1.773036  2.485887  -5.702365
C  4.920844  6.792197  -2.821265
C  -7.216196  -0.915813  -3.374875
C  -1.585496  -6.295733  -6.418045
C  -5.688926  -2.315493  9.310125
C  -0.298326  7.837977  2.531255
C  -7.931156  -2.323483  -3.616105
C  -11.871136  -3.502693  4.931835
H  -3.922146  -1.137653  9.100795
H  -1.113646  -0.292003  -0.164565
H  -0.053096  8.282057  4.727475
H  -3.737996  -2.951743  8.768265
H  -6.101546  -3.313133  9.159895
H  -6.427676  -1.549973  9.072785
H  -7.802206  -0.277533  -2.713605
H  -1.078026  2.948137  -5.001375
H  -3.330806  -5.005043  -0.713195
H  4.820494  1.805017  -8.297545
H  6.129374  -6.225103  1.508835
H  -2.744566  -4.137053  1.699295
H  11.146214  2.779487  -0.708085
H  -7.507766  -2.760893  -4.520275
H  10.850304  -4.446433  -3.327905
H  7.941844  1.842987  0.332675
H  5.045734  2.199227  -6.613205
H  -9.171036  -2.412173  3.291585
H  -4.531986  -1.826003  7.617825
H  7.404254  -5.178093  2.133075
H  -3.449796  -5.042073  -6.518555
H  6.928234  -7.972943  3.177315
H  -7.006136  5.563037  2.187235
H  0.790104  4.074527  6.456735
H  1.581014  1.714497  5.422875
H  -2.122746  3.324787  -6.304065
H  -2.074176  -7.088903  -6.983885
H  -0.202216  2.705507  6.048745
H  -0.875266  0.525847  -5.968215
H  -1.608796  1.423327  -0.564975
H  -4.840936  -4.638723  0.662735
H  8.166084  -5.100523  -3.435865
H  9.457984  -5.503923  -5.350065
H  -12.337376  -4.069933  4.126265
H  9.732634  -3.954243  -2.003905
H  6.018154  -5.517443  3.188385
H  -7.204616  5.285837  3.923355
H  -0.316946  8.312067  1.549935
H  -11.910686  -4.117193  5.831235
H  -3.257236  -6.553813  -0.230745
H  4.493854  5.608207  -1.339765
H  7.445814  1.558997  -7.669395
H  -1.802656  -5.604353  -0.165105
H  6.540884  6.687797  -4.293625
H  -2.636616  2.241917  -5.083645
H  -8.453876  7.045217  4.352165
H  4.758244  -0.069733  -6.499545
H  0.359474  6.969867  2.489055
H  -1.951286  -6.465863  -5.405445
H  -1.723526  0.025057  2.168245
H  -9.011516  -2.270263  -3.750585
H  8.693704  -7.268393  4.569945
H  -0.243296  3.611027  8.500465
H  8.271204  -7.417493  2.197165
H  11.544844  1.274247  -1.452495
H  -6.921636  -0.478823  -4.329015
H  -1.924716  -4.152623  -6.162965
H  1.456584  9.694077  2.732335
H  -12.527086  -2.632703  4.901095
H  -0.586076  1.705627  -7.237925
H  4.783594  7.872417  -2.870215
H  -9.952226  -3.099033  5.507225
H  6.518144  0.313797  -6.179425
H  1.438934  3.126947  8.665585
H  1.044564  1.905737  -0.890875
H  -7.146576  7.619867  3.400965
H  -2.350866  0.050107  -7.628355
H  10.355094  2.297737  -2.116735
H  -2.726506  -5.856643  2.220465
H  -4.734426  -2.794693  11.000065
H  0.213384  1.861687  8.386955
H  5.971064  -0.289493  -7.761065
H  6.196084  5.219847  -3.367215
H  -6.238176  -0.994863  -2.900175
H  -8.797306  7.450267  2.607075
H  8.059244  -3.440423  -4.015985
H  7.113524  6.463247  -2.590675
H  -9.984936  -4.391923  4.301795
H  8.781734  0.745607  -1.089715
H  10.209874  -2.847903  -3.283985
H  -9.157896  5.134477  1.984645
H  -7.965866  -4.056933  -2.814435
H  10.097854  0.374337  0.072495
H  -2.345236  -5.491093  -8.501185
H  -0.574886  9.633127  3.783255
H  4.060264  6.511487  -3.428475
H  -1.247556  7.306907  2.602255
H  -2.100336  1.688677  1.872095
H  -3.017216  0.536727  1.054545
H  -0.514766  -6.299923  -6.622005

Cartesian forces (eV/Å) of the 6 atoms listed first:
F -0.51 0.75 -0.09
F 0.46 0.15 -0.15
F -0.36 0.16 0.36
O -1.22 0.23 1.27
O -0.09 0.66 -1.93
O -0.11 0.60 -0.67

Values from the calculation:
Total energy = -75547.1699 eV
Relative energy (zero: lowest compared OMol25 entry of this formula, charge and spin) = 7.677 eV
Kohn-Sham gap = 4.99 eV
Charge = -1

Results of the Mulliken charge analysis, in e, for atoms 1 through 8: number 1, F, carries -0.274; number 2, F, carries -0.275; number 3, F, carries -0.286; number 4, O, carries -0.548; number 5, O, carries -0.527; number 6, O, carries -0.513; number 7, O, carries -0.524; number 8, O, carries -0.528

No. 4
C35H60N15O4P2 | wB97M-V/def2-TZVPD

Atoms and positions in Å:
P  1.769836  3.025410  0.583876
P  2.433305  1.266658  -0.634208
O  5.833148  4.402297  0.351679
O  4.967209  2.641849  -0.451079
O  5.345761  -0.323941  2.080897
O  5.567506  -2.594154  2.653467
N  0.644009  3.923603  -0.135326
N  3.100632  -3.365428  -4.620030
N  -1.585106  -0.584778  2.382307
N  -10.536733  -4.418571  5.482743
N  -3.975730  6.709415  3.766280
N  -6.350917  1.691128  4.108459
N  5.740687  0.322830  -5.419711
N  1.096990  0.311332  0.039815
N  1.276613  -0.172555  -6.318830
N  10.100165  0.257650  4.724573
N  -2.152831  -1.902153  -2.931822
N  4.882028  -4.432916  -6.662554
N  5.244263  3.973769  -0.608196
N  -10.433119  0.296453  7.113779
N  -1.604676  5.170706  0.588820
C  -9.547477  -1.117211  4.971503
C  4.172457  -3.149386  -5.134283
C  4.610545  -0.286217  0.775567
C  -2.700224  -2.838112  3.404608
C  -2.080743  -1.586382  2.836764
C  9.124321  0.382405  4.024558
C  1.051177  -2.422014  1.101849
C  -2.645805  -2.902613  -2.472297
C  -10.039328  -0.332253  6.161293
C  -3.261019  -4.152821  -1.896857
C  -11.706285  -4.174076  5.653340
C  -1.307838  -0.442775  -5.534869
C  6.564031  2.742357  -4.504386
C  -7.275151  2.138580  4.743598
C  -8.429872  2.696725  5.536399
C  3.127486  -0.161531  -1.725193
C  0.490276  -2.166785  -0.389475
C  -13.167339  -3.868547  5.866386
C  4.232209  -5.256354  -7.276452
C  -1.219880  6.241006  0.990717
C  -4.146431  5.511149  3.696516
C  7.905163  0.538234  3.149866
C  3.819186  2.374815  -1.315824
C  6.107790  1.398354  -5.013451
C  0.127448  -0.291986  -5.970885
C  4.968353  -1.478560  2.852148
C  3.423682  -6.275302  -8.039285
C  1.339190  1.980774  -2.037347
C  -0.737871  7.577941  1.492408
C  0.298386  -0.560095  -0.770307
C  2.721452  -0.063772  -3.323482
C  5.515915  -2.877854  -5.770723
C  -4.364554  4.021203  3.614859
C  0.501111  2.412939  -2.982101
C  3.405301  0.738635  0.944392
H  4.295420  -0.079454  -1.872225
H  4.264175  2.049600  -2.354124
H  5.922215  -1.936482  -5.383525
H  0.668236  0.755360  0.867735
H  -13.728223  -4.079214  4.953253
H  2.957720  -1.214914  -1.281821
H  1.345894  2.613155  1.922509
H  3.334946  3.423611  -1.541329
H  3.773292  1.647455  1.597159
H  4.303070  -1.388559  0.575747
H  -1.422174  -0.096294  -4.505649
H  3.136566  0.903010  -3.829972
H  -13.292811  -2.815311  6.126641
H  2.662933  0.206122  1.689658
H  5.768409  3.479009  -4.634968
H  3.360502  -0.923668  -3.812276
H  2.953417  3.843022  0.808179
H  7.132789  1.095418  3.684068
H  0.719791  -3.505300  1.414451
H  -13.561607  -4.485275  6.676913
H  8.168001  1.079083  2.238333
H  -0.471067  7.504333  2.548869
H  -2.379387  -2.975088  4.439551
H  4.086466  -6.901165  -8.640767
H  5.410483  -2.797019  -6.852068
H  -0.187211  3.904726  0.497862
H  -8.148807  3.654843  5.979289
H  5.408444  0.100611  0.009521
H  6.814181  2.672752  -3.443428
H  -1.525695  8.325099  1.375263
H  -9.758027  -2.179488  5.114643
H  -9.292095  2.845964  4.882997
H  -5.251760  3.743732  4.185457
H  -4.350212  -4.077724  -1.923826
H  -3.499060  3.495681  4.024183
H  0.140140  7.893413  0.924294
H  0.031468  2.624409  -4.030690
H  -10.050448  -0.773123  4.065138
H  -4.502795  3.721998  2.573679
H  2.203064  -2.418582  1.066820
H  -0.553425  -2.665880  -0.574910
H  1.188506  -2.612558  -1.219935
H  -3.789176  -2.759843  3.376558
H  1.640045  -0.312952  -3.574534
H  -2.949318  -5.022594  -2.479208
H  7.447000  3.069347  -5.057959
H  4.089760  -1.390728  3.600184
H  -2.390063  -3.705577  2.817828
H  -1.605673  -1.491596  -5.592227
H  6.211014  -3.684706  -5.538695
H  2.871127  -6.908835  -7.341889
H  0.307427  -0.544064  -1.910961
H  -2.938232  -4.283098  -0.861545
H  -1.957944  0.148335  -6.184086
H  2.715065  -5.769652  -8.699190
H  0.578112  -1.656535  1.820252
H  -8.703508  2.002616  6.333704
H  7.512882  -0.444004  2.879999
H  -0.833009  -0.376634  -0.483894
H  -8.470053  -0.979939  4.854600

Cartesian forces (eV/Å) of the 6 atoms listed first:
P -1.28 1.84 -0.19
P 0.75 -1.82 0.50
O -0.58 -0.56 -1.64
O -0.45 0.51 -0.26
O -1.26 -2.57 1.72
O -2.84 5.12 1.29

Values from the calculation:
Total energy = -86365.6603 eV
Kohn-Sham gap = 4.62 eV
Charge = -1

Results of the Mulliken charge analysis, in e, for atoms 1 through 8: number 1, P, carries 0.383; number 2, P, carries 2.328; number 3, O, carries -0.382; number 4, O, carries 0.025; number 5, O, carries -0.277; number 6, O, carries -0.535; number 7, N, carries -0.708; number 8, N, carries -0.580

No. 5
C3H5NOS | wB97M-V/def2-TZVPD

Atoms and positions in Å:
S  -0.910585  0.003037  -1.680086
O  -0.479518  1.337709  -2.064766
N  -0.060153  1.179210  1.349024
C  0.112991  -0.579578  -0.185092
C  0.726471  2.012275  1.769573
C  -0.427920  0.055787  1.064579
H  -0.265390  -1.218088  -2.724846
H  -0.040421  -1.590645  -0.137074
H  -1.146442  -0.378470  1.824992
H  1.104098  -0.321713  -0.223106
H  0.568312  3.031735  1.423042

Cartesian forces (eV/Å) of the 6 atoms listed first:
S 0.84 -2.94 -0.79
O 0.46 0.73 -0.33
N 3.42 9.09 0.78
C -3.38 2.02 0.82
C -1.23 -0.04 0.79
C -3.46 -9.38 -0.76

Values from the calculation:
Total energy = -17556.7460 eV
Relative energy (zero: lowest compared OMol25 entry of this formula, charge and spin) = 3.931 eV
2S+1 = 3
Kohn-Sham gap (spin up / spin down) = 5.87 / 7.53 eV
Charge = 0

Results of the natural (NBO) charge analysis, in e, for atoms 1 through 8: number 1, S, carries 1.071; number 2, O, carries -0.937; number 3, N, carries -0.482; number 4, C, carries -0.610; number 5, C, carries 0.190; number 6, C, carries -0.003; number 7, H, carries -0.049; number 8, H, carries 0.230

> Look up the total energy of the first one.

-11922.0157 eV

> charge of number 1 (C6H8NO2)?

+1

> Which formula does entry 1 have?

C6H8NO2